Record 1
The following is a quantum chemistry calculation of CH5N3O2S in the gas phase, from the OMol25 dataset.

Positions of all 12 atoms, in Å:
S  2.496  0.068  0.323
O  3.557  -0.767  -0.118
O  2.654  1.485  -0.003
N  0.039  -1.122  1.143
N  1.173  -0.399  -0.711
N  -0.717  0.937  0.156
C  -0.106  -0.368  -0.061
H  1.612  -1.132  -1.294
H  -0.802  -0.941  -0.699
H  -0.476  -0.578  1.874
H  -0.760  1.515  -0.743
H  0.017  1.368  0.744

**Relative energy (zero: lowest compared OMol25 entry of this formula, charge and spin)**: 3.981 eV

Atomic charges from the Löwdin analysis, expressed in e, are listed below: S 0.78; O -0.34; O -0.35; N 0.15; N -0.13; N 0.04; C -0.65; H 0.11; H 0.15; H 0.07; H 0.12; H 0.06


Record 2
The following is a quantum chemistry calculation of C5H12O in the gas phase, from the OMol25 dataset.

Positions of all 18 atoms, in Å:
O  -1.632  1.222  -0.421
C  -1.191  -0.059  -0.848
C  -0.959  -0.690  1.565
C  1.134  -0.105  0.308
C  -0.284  -0.722  0.187
C  1.748  0.653  -0.875
H  1.087  1.432  -1.275
H  2.653  1.164  -0.525
H  -1.989  -1.062  1.527
H  -0.677  0.000  -1.817
H  -1.210  1.893  -0.964
H  -0.405  -1.290  2.296
H  1.826  -0.909  0.586
H  -2.082  -0.685  -0.996
H  -0.997  0.342  1.929
H  1.125  0.584  1.159
H  2.044  0.006  -1.708
H  -0.191  -1.773  -0.129

**Relative energy (zero: lowest compared OMol25 entry of this formula, charge and spin)**: 0.452 eV
**SMILES string**: CC[C@@H](C)CO

Atomic charges from the Löwdin analysis, expressed in e, are listed below: O -0.06; C -0.26; C -0.08; C -0.22; C -0.37; C -0.11; H 0.06; H 0.07; H 0.08; H 0.11; H 0.08; H 0.08; H 0.11; H 0.12; H 0.08; H 0.10; H 0.07; H 0.13


Record 3
The following is a quantum chemistry calculation of 2 unconnected molecules or ions with the total composition C4H8N2S, from the OMol25 dataset.

Positions of all 15 atoms, in Å:
S  -0.463  0.448  0.952
N  2.261  -0.863  0.014
N  -1.049  -1.052  -1.250
C  -2.933  -0.324  0.067
C  2.566  1.425  0.950
C  -1.430  -0.348  -0.286
C  1.937  0.217  0.468
H  3.456  1.107  1.584
H  2.970  1.972  0.130
H  -3.257  0.413  -0.578
H  -3.185  -0.058  1.089
H  1.594  -1.540  -0.306
H  -0.105  -1.170  -1.573
H  1.757  2.186  1.430
H  -3.406  -1.425  -0.208

**Relative energy (zero: lowest compared OMol25 entry of this formula, charge and spin)**: 3.551 eV

Atomic charges from the Löwdin analysis, expressed in e, are listed below: S 0.70; N 0.15; N 0.05; C -0.13; C -0.11; C -0.89; C -0.36; H 0.12; H 0.07; H 0.03; H 0.04; H 0.06; H 0.02; H 0.12; H 0.14


Record 4
The following is a quantum chemistry calculation of C2H4BrOP in the gas phase, from the OMol25 dataset.

Positions of all 9 atoms, in Å:
Br  2.756  -0.114  0.040
P  -1.942  0.381  -0.062
O  -2.721  -0.742  0.418
C  -0.275  -0.445  -0.257
C  0.940  0.654  0.135
H  -0.119  -1.223  0.505
H  0.677  0.893  1.083
H  0.944  1.567  -0.505
H  -0.261  -0.972  -1.356

**Relative energy (zero: lowest compared OMol25 entry of this formula, charge and spin)**: 1.169 eV
**SMILES string**: O=PCCBr

Atomic charges from the Löwdin analysis, expressed in e, are listed below: Br 0.55; P 0.83; O -0.49; C -0.45; C -0.65; H 0.05; H -0.02; H 0.05; H 0.12


Record 5
The following is a quantum chemistry calculation of C5H8O in the gas phase, from the OMol25 dataset.

Positions of all 14 atoms, in Å:
O  1.905  1.179  -1.163
C  -1.542  -0.794  0.172
C  -1.370  0.588  -0.395
C  2.000  0.728  -0.048
C  -0.212  -0.376  -0.372
C  0.992  -0.253  0.527
H  0.813  0.039  1.579
H  -1.360  1.437  0.282
H  -1.595  -0.877  1.252
H  -1.861  0.805  -1.345
H  1.477  -1.243  0.621
H  0.054  -0.759  -1.355
H  2.838  1.048  0.616
H  -2.139  -1.522  -0.372

**Relative energy (zero: lowest compared OMol25 entry of this formula, charge and spin)**: 1.347 eV
**SMILES string**: O=CCC1CC1

Atomic charges from the Löwdin analysis, expressed in e, are listed below: O 0.05; C -0.13; C -0.11; C -0.26; C -0.32; C -0.14; H 0.13; H 0.10; H 0.10; H 0.10; H 0.13; H 0.14; H 0.12; H 0.10


Record 6
The following is a quantum chemistry calculation of CH3BrP2 in the gas phase, from the OMol25 dataset.

Positions of all 7 atoms, in Å:
Br  -1.192  0.108  -2.955
P  -0.606  1.147  0.042
P  0.278  -0.211  1.630
C  -0.635  -0.063  -1.106
H  1.480  -0.590  1.063
H  -0.365  -1.146  -0.888
H  1.040  0.755  2.215

**Relative energy (zero: lowest compared OMol25 entry of this formula, charge and spin)**: 0.485 eV
**SMILES string**: [PH2]#P=CBr

Atomic charges from the Löwdin analysis, expressed in e, are listed below: Br 0.51; P 0.55; P 0.46; C -1.13; H -0.17; H -0.01; H -0.21


Record 7
The following is a quantum chemistry calculation of a molecular structure, CHN2O5S2, from the OMol25 dataset.

Positions of all 11 atoms, in Å:
S  0.609  -0.325  0.976
S  3.981  -0.268  0.075
O  1.813  -0.457  0.054
O  4.255  -1.641  -0.285
O  1.125  3.576  0.344
O  0.863  -0.883  2.272
O  4.257  0.683  -0.977
N  -0.861  -0.606  0.574
N  0.602  1.471  1.264
C  0.904  2.493  0.738
H  -1.080  -0.622  -0.455

**Relative energy (zero: lowest compared OMol25 entry of this formula, charge and spin)**: 0.000 eV
**Total charge**: -1

Atomic charges from the Löwdin analysis, expressed in e, are listed below: S 0.51; S 0.81; O -0.53; O -0.45; O 0.10; O -0.35; O -0.45; N -0.24; N 0.03; C -0.43; H 0.02


Record 8
The following is a quantum chemistry calculation of 5 unconnected molecules or ions with the total composition C16H46BrClO6P3, from the OMol25 dataset.

Positions of all 73 atoms, in Å:
Br  3.240  -0.804  -3.030
Cl  -1.313  -2.391  0.573
P  2.107  0.320  0.210
P  2.567  1.092  -1.976
P  4.210  -0.542  0.461
O  5.071  4.142  -0.157
O  4.007  1.883  -1.779
O  -5.133  -4.168  -1.452
O  -4.219  1.513  1.633
O  3.918  -2.192  0.559
O  0.144  -5.037  -1.962
C  4.382  -0.170  2.250
C  -0.697  0.318  0.851
C  0.359  1.124  0.097
C  -5.207  3.282  0.301
C  2.456  -4.863  -1.253
C  5.775  5.466  1.745
C  -5.592  -2.819  -1.429
C  -5.603  -2.277  -0.009
C  0.692  -5.855  0.246
C  -1.411  -0.708  -0.038
C  -5.222  1.805  0.665
C  1.165  -5.663  -1.187
C  -6.591  1.350  1.150
C  -4.745  -1.950  -2.347
C  5.206  5.468  0.333
C  6.052  6.308  -0.614
H  -4.419  2.011  2.432
H  -1.463  0.991  1.244
H  5.150  4.863  2.403
H  -0.980  -0.721  -1.034
H  -6.614  -2.864  -1.811
H  5.304  -0.601  2.637
H  3.254  -5.356  -0.695
H  2.320  -3.866  -0.830
H  1.777  -0.098  1.580
H  5.622  6.299  -1.615
H  -0.250  -0.188  1.709
H  -5.938  3.506  -0.477
H  4.709  -2.630  0.271
H  4.189  5.862  0.355
H  -6.565  0.290  1.398
H  -5.989  -1.258  0.024
H  5.840  6.477  2.149
H  -4.589  -2.268  0.398
H  4.412  0.917  2.347
H  1.440  -6.366  0.855
H  0.436  2.136  0.502
H  -4.938  1.217  -0.210
H  2.744  1.601  0.693
H  7.063  5.898  -0.678
H  -5.446  3.888  1.179
H  -6.887  1.893  2.052
H  1.586  -0.948  -0.353
H  0.057  1.226  -0.946
H  3.902  2.422  -0.979
H  -6.214  -2.906  0.639
H  -4.224  -4.174  -1.129
H  -7.356  1.515  0.390
H  -4.750  -2.346  -3.362
H  -4.219  3.576  -0.052
H  0.488  -4.881  0.697
H  6.779  5.032  1.745
H  5.945  3.739  -0.199
H  -0.003  -4.165  -1.576
H  -3.709  -1.933  -1.997
H  1.314  -6.640  -1.654
H  3.527  -0.538  2.824
H  6.124  7.342  -0.271
H  2.775  -4.742  -2.289
H  -2.474  -0.487  -0.108
H  -0.233  -6.434  0.271
H  -5.113  -0.922  -2.372

**Total charge**: -1

Atomic charges from the Löwdin analysis, expressed in e, are listed below: Br 0.06; Cl 0.53; P 0.16; P 0.31; P 0.62; O -0.06; O -0.54; O -0.05; O -0.05; O -0.43; O -0.07; C -0.40; C -0.35; C -0.45; C -0.06; C -0.06; C -0.06; C -0.50; C -0.05; C -0.07; C -0.58; C -0.50; C -0.50; C -0.06; C -0.05; C -0.50; C -0.06; H 0.09; H 0.08; H 0.08; H 0.06; H 0.13; H 0.01; H 0.08; H 0.06; H -0.04; H 0.08; H 0.06; H 0.08; H 0.00; H 0.14; H 0.06; H 0.05; H 0.07; H 0.07; H 0.01; H 0.07; H 0.06; H 0.13; H -0.05; H 0.08; H 0.08; H 0.08; H -0.05; H 0.02; H -0.03; H 0.08; H 0.09; H 0.08; H 0.08; H 0.08; H 0.06; H 0.08; H 0.10; H 0.06; H 0.07; H 0.13; H 0.01; H 0.07; H 0.08; H 0.04; H 0.07; H 0.07


| no. | E (eV) |
| --- | --- |
| 1 | -20514.42422 |
| 2 | -7426.85965 |
| 3 | -18090.19088 |
| 4 | -83516.38656 |
| 5 | -7360.90841 |
| 6 | -89703.82962 |
| 7 | -35942.14444 |
| 8 | -140054.74452 |